Computed, not measured: a single C18H17N3O4S molecule in a non-equilibrium geometry, with ωB97M-V with the def2-TZVPD basis set.

XYZ file:
```
43
Properties=species:S:1:pos:R:3:nbo_charge:R:1
C -2.196 0.914 -2.465 -0.61
C -1.928 2.332 -1.973 -0.39
C -0.570 2.853 -2.457 -0.50
C 0.563 1.946 -2.011 0.69
O 1.245 1.294 -2.770 -0.62
N 0.761 1.944 -0.668 -0.62
C 1.619 0.954 -0.047 -0.12
C 2.111 1.463 1.272 -0.19
C 2.467 2.736 1.592 -0.25
C 2.894 2.867 2.933 -0.25
C 2.855 1.693 3.609 -0.41
S 2.292 0.398 2.626 0.44
C 0.887 -0.363 0.112 -0.15
C 1.448 -1.555 -0.342 -0.06
C 0.800 -2.769 -0.240 -0.04
N 1.486 -3.918 -0.757 0.53
O 0.838 -4.905 -1.046 -0.40
O 2.690 -3.836 -0.882 -0.38
C -0.489 -2.854 0.353 0.00
C -1.254 -4.022 0.563 -0.14
C -2.482 -3.923 1.165 -0.25
C -2.955 -2.664 1.565 0.07
N -2.268 -1.566 1.405 -0.45
C -1.058 -1.641 0.818 0.05
C -0.370 -0.401 0.693 0.44
O -0.987 0.697 1.149 -0.68
H -3.168 0.568 -2.122 0.21
H -2.179 0.880 -3.552 0.21
H -1.436 0.228 -2.097 0.20
H -2.711 2.999 -2.341 0.21
H -1.967 2.349 -0.881 0.19
H -0.556 2.888 -3.547 0.23
H -0.399 3.860 -2.071 0.22
H 0.085 2.383 -0.062 0.41
H 2.460 0.802 -0.738 0.25
H 2.433 3.551 0.891 0.23
H 3.216 3.797 3.367 0.22
H 3.122 1.498 4.628 0.24
H 2.423 -1.536 -0.806 0.25
H -0.875 -4.979 0.242 0.25
H -3.084 -4.801 1.336 0.23
H -3.922 -2.555 2.037 0.20
H -1.839 0.392 1.520 0.52
```

Results
Largest force on an atom in eV/Å: 1.18
SMILES: CCCC(=O)N[C@@H](c1cccs1)c1cc([N+](=O)[O-])c2cccnc2c1O
Energy relative to the best compared isomer or geometry (same formula, charge and spin) in kcal per mole: 69.2
Electronic energy in Ha: -1559.488122
Spin multiplicity: 1